No. 1
{"formula": "C18H37OP3STi", "method": "ωB97M-V/def2-TZVPD", "homo_energy_ev": [-21.5, -21.5], "lumo_energy_ev": [-16.94, -16.99], "charge": 4, "de_lowest_kcal_mol": 6.9, "multiplicity": 1, "elements": ["Ti", "P", "P", "P", "H", "C", "C", "H", "C", "C", "C", "C", "C", "C", "C", "C", "C", "H", "H", "H", "H", "H", "H", "H", "H", "H", "H", "H", "H", "H", "H", "H", "H", "H", "H", "H", "H", "H", "H", "H", "H", "H", "H", "H", "H", "H", "C", "C", "C", "C", "C", "C", "S", "H", "H", "H", "H", "H", "H", "O", "C"], "positions_angstrom": [[0.08375, 0.31840, -0.15572], [1.43130, -0.37619, 2.06683], [1.20540, 2.71272, 0.63593], [-1.93146, -1.14586, 1.06128], [0.97761, 2.30295, -2.24361], [0.18379, 1.56022, -2.31178], [-1.06106, 1.69158, -1.70624], [-1.33142, 2.53925, -1.06355], [2.90052, -1.25473, 1.37914], [2.25457, 0.64743, 3.36035], [0.78633, -1.54362, 3.33107], [0.70953, 4.16701, -0.37204], [1.04122, 3.54713, 2.26735], [3.00448, 2.58564, 0.31934], [-3.47128, -0.87926, 0.11954], [-2.57287, -0.93273, 2.74467], [-1.62030, -2.96025, 1.03345], [0.31999, 0.82454, -3.11355], [-1.91723, 1.15910, -2.14612], [3.55039, -1.60060, 2.19758], [3.43484, -0.54663, 0.72904], [2.54113, -2.09488, 0.76758], [2.93410, -0.02415, 3.90566], [1.49259, 1.00769, 4.06729], [2.83111, 1.48947, 2.96410], [1.64385, -1.86771, 3.93946], [0.29089, -2.41978, 2.89749], [0.09153, -1.00144, 3.98954], [1.60312, 4.80295, -0.48543], [-0.07409, 4.71429, 0.17963], [0.33063, 3.85356, -1.35156], [1.82816, 4.31299, 2.33946], [1.11949, 2.85175, 3.11116], [0.05939, 4.04262, 2.29883], [3.37763, 3.61509, 0.24288], [3.14424, 2.05557, -0.63348], [3.52906, 2.04276, 1.11721], [-4.06983, -1.79443, 0.20542], [-3.31815, -0.64707, -0.94250], [-3.99802, -0.03600, 0.58472], [-3.58237, -1.35813, 2.72236], [-2.61361, 0.12873, 3.00184], [-1.94670, -1.47545, 3.45660], [-2.46295, -3.43639, 0.52015], [-1.53881, -3.35103, 2.05221], [-0.69724, -3.19496, 0.48769], [-0.76457, -1.94701, -3.11649], [0.04498, -3.04332, -3.49065], [-0.07324, -3.57793, -4.76523], [-0.87468, -2.92246, -5.71032], [-1.56485, -1.74617, -5.38236], [-1.44600, -1.20420, -4.10511], [-0.91993, -1.55536, -1.45609], [1.67103, 0.19459, -0.47000], [0.72175, -3.43769, -2.73304], [0.49708, -4.48099, -4.99349], [-0.97542, -3.36547, -6.69885], [-2.16761, -1.24266, -6.14244], [-1.90934, -0.24781, -3.85122], [-1.66912, 2.08843, 2.06802], [-1.06333, 1.45589, 1.27600]], "atomic_forces_ev_per_a": [[-1.2, 0.3, 3.0], [1.4, -0.7, 1.0], [0.9, 1.2, -0.1], [-0.3, -0.7, 0.7], [0.0, -0.4, 0.4], [-2.2, 0.9, -0.3], [1.2, 0.7, -2.3], [0.3, -0.2, -0.2], [-0.5, 0.2, -0.3], [-0.2, 0.8, -0.2], [-0.7, -0.2, -0.3], [-0.4, -0.4, -0.2], [-0.5, -0.6, 0.3], [-0.2, -0.3, -0.2], [0.0, 0.3, -0.4], [0.4, 0.4, 0.1], [0.4, -0.1, -0.3], [0.0, 0.1, 0.4], [0.4, -0.1, 0.6], [-0.3, 0.0, -0.3], [0.0, -0.3, 0.2], [0.3, 0.1, 0.2], [-0.2, 0.1, -0.3], [0.3, 0.0, -0.2], [-0.1, -0.2, 0.3], [-0.2, 0.0, -0.3], [0.2, 0.2, 0.2], [0.2, -0.2, -0.2], [-0.4, -0.2, 0.0], [0.3, -0.2, -0.4], [0.2, 0.7, 0.2], [-0.1, -0.3, -0.1], [0.0, 0.4, -0.2], [0.4, -0.1, 0.1], [0.1, -0.3, 0.1], [0.2, 0.3, 0.3], [-0.1, 0.2, -0.3], [0.0, 0.3, 0.0], [-0.2, -0.1, 0.3], [0.0, -0.2, -0.1], [0.1, 0.1, 0.2], [-0.2, -0.3, 0.2], [-0.2, 0.1, -0.1], [0.2, -0.1, 0.2], [-0.2, 0.1, -0.2], [-0.3, -0.2, 0.4], [-0.3, 2.1, 2.2], [0.7, -2.1, -1.0], [0.9, -0.3, 1.2], [0.2, -1.4, -0.2], [-0.6, 1.8, 0.6], [-0.9, 0.4, -1.3], [0.9, -1.0, -2.9], [0.3, -0.1, -0.1], [-0.1, -0.2, -0.3], [-0.2, 0.3, -0.2], [0.0, 0.2, -0.1], [0.2, -0.1, 0.2], [-0.1, -0.5, -0.2], [3.0, -3.2, -4.0], [-2.9, 3.2, 4.1]], "lowdin_charge": [0.305, 0.818, 0.836, 0.724, 0.079, -0.043, -0.115, 0.085, -0.232, -0.226, -0.228, -0.191, -0.197, -0.213, -0.232, -0.193, -0.257, 0.086, 0.077, 0.084, 0.043, 0.056, 0.087, 0.070, 0.036, 0.087, 0.036, 0.061, 0.092, 0.083, 0.026, 0.101, 0.031, 0.066, 0.079, 0.054, 0.050, 0.086, 0.020, 0.082, 0.094, 0.052, 0.052, 0.074, 0.070, 0.015, -0.500, 0.030, 0.071, 0.145, 0.088, -0.002, 0.894, -0.001, 0.148, 0.164, 0.172, 0.167, 0.129, 0.162, -0.234]}



No. 2
{"formula": "H2N3P3", "method": "ωB97M-V/def2-TZVPD", "homo_energy_ev": -8.1, "lumo_energy_ev": -1.78, "de_lowest_kcal_mol": 52.9, "multiplicity": 1, "elements": ["N", "N", "N", "P", "P", "P", "H", "H"], "positions_angstrom": [[-1.78426, 1.07208, -0.56925], [2.22033, -0.81410, 0.17777], [-0.31204, -0.69274, 0.38993], [-1.83021, -0.19501, 0.33241], [0.69813, -0.39970, -0.83516], [2.36915, 0.79334, 0.27964], [-2.60925, 1.41446, -1.02440], [2.85480, -1.57590, 0.28582]], "atomic_forces_ev_per_a": [[0.6, 0.4, -1.0], [-0.2, 1.8, -1.6], [1.2, -0.6, -0.5], [-1.3, 0.0, 0.1], [0.3, -0.2, 2.2], [-0.2, -1.1, -0.1], [-0.6, 0.3, 0.3], [0.3, -0.5, 0.5]], "lowdin_charge": [-0.384, -0.606, -0.715, 0.474, 0.566, 0.726, -0.080, 0.019]}



No. 3
{"formula": "C19H27IrN5O4P", "method": "ωB97M-V/def2-TZVPD", "homo_energy_ev": [-12.5, -13.4], "lumo_energy_ev": [-5.37, -6.83], "s2": 6.027, "charge": 2, "de_lowest_kcal_mol": 0.0, "multiplicity": 5, "elements": ["Ir", "C", "C", "O", "C", "C", "C", "N", "N", "C", "O", "C", "C", "C", "C", "C", "C", "H", "H", "H", "H", "H", "H", "H", "H", "H", "H", "H", "H", "N", "C", "P", "O", "O", "C", "N", "H", "H", "H", "H", "H", "H", "H", "H", "H", "H", "C", "C", "C", "N", "C", "C", "H", "H", "H", "H", "H"], "positions_angstrom": [[-0.21124, -0.60926, 0.00305], [1.94151, -2.62732, -3.49544], [1.15094, -1.61635, -2.71448], [0.53006, -2.01567, -1.67204], [1.15611, -0.29744, -3.19302], [0.39519, 0.78637, -2.78003], [0.40892, 2.04469, -3.58134], [-0.39615, 0.71750, -1.68082], [-1.21848, 1.74011, -1.54687], [-2.01243, 1.64730, -0.43757], [-1.94905, 0.67548, 0.36094], [-2.96042, 2.73937, -0.21716], [-3.80988, 2.68814, 0.89182], [-4.70790, 3.71275, 1.11715], [-4.76292, 4.79065, 0.24010], [-3.92230, 4.84633, -0.86404], [-3.02161, 3.82338, -1.09783], [1.76784, -3.63851, -3.13417], [3.00723, -2.40482, -3.41488], [1.68319, -2.58298, -4.55273], [1.75573, -0.14049, -4.07891], [1.14814, 1.98227, -4.37481], [0.61773, 2.90296, -2.94342], [-0.57583, 2.21650, -4.01684], [-3.76060, 1.83964, 1.56008], [-5.36968, 3.67555, 1.97113], [-5.46932, 5.59049, 0.41707], [-3.97402, 5.68605, -1.54276], [-2.36720, 3.85349, -1.95610], [0.59642, -4.57420, -0.45383], [-0.36566, -4.35712, 0.66725], [0.38999, -3.11215, 1.79902], [1.85009, -3.07805, 1.48149], [-0.43472, -1.85425, 1.82997], [0.31879, -3.79237, 3.51104], [1.42302, -3.06039, 4.22226], [1.54121, -4.66077, -0.06239], [0.63234, -3.70410, -1.09078], [0.36339, -5.40146, -1.00077], [-0.53187, -5.31131, 1.16609], [-1.31301, -3.99652, 0.26936], [0.58022, -4.84937, 3.52647], [-0.61658, -3.62465, 4.03815], [1.17112, -2.08110, 4.37738], [2.25129, -3.06904, 3.60347], [1.65148, -3.48031, 5.12522], [3.05115, 2.84531, 1.61041], [3.43573, 1.94877, 0.62673], [2.54275, 0.97047, 0.23095], [1.32408, 0.85733, 0.76938], [0.95275, 1.72373, 1.71980], [1.78758, 2.73073, 2.16699], [3.72522, 3.62580, 1.93518], [4.41043, 2.00585, 0.16421], [2.79527, 0.25445, -0.54085], [-0.05032, 1.60431, 2.11212], [1.44429, 3.41423, 2.92960]], "atomic_forces_ev_per_a": [[-0.2, 0.1, 0.2], [0.0, 0.0, 0.0], [-0.1, -0.2, 0.3], [0.1, -0.4, -0.1], [0.0, 0.2, -0.1], [0.0, -0.1, 0.0], [0.0, 0.0, 0.0], [-0.1, 0.1, 0.1], [0.0, -0.1, 0.1], [0.0, 0.1, -0.2], [0.0, -0.1, 0.1], [0.0, 0.0, 0.0], [0.0, 0.0, 0.0], [0.0, 0.0, 0.0], [0.0, 0.0, 0.0], [0.0, 0.0, 0.0], [0.0, 0.0, 0.0], [0.0, 0.0, 0.0], [0.0, 0.0, 0.0], [0.0, 0.0, 0.0], [0.0, 0.0, 0.0], [0.0, 0.0, 0.0], [0.0, 0.0, 0.0], [0.0, 0.0, 0.0], [0.0, 0.0, 0.0], [0.0, 0.0, 0.0], [0.0, 0.0, 0.0], [0.0, 0.0, 0.0], [0.0, 0.0, 0.0], [0.2, 0.8, -0.5], [-0.1, 0.0, 0.0], [0.1, 0.0, 0.0], [-0.1, -0.2, 0.0], [0.0, 0.1, -0.3], [0.0, -0.1, 0.0], [0.1, 0.0, 0.0], [0.0, 0.0, 0.0], [-0.2, -0.4, 0.4], [0.0, 0.0, -0.1], [0.0, 0.0, 0.0], [0.0, 0.0, 0.0], [-0.1, 0.0, 0.0], [0.0, 0.0, 0.0], [0.0, 0.0, 0.0], [0.0, 0.0, 0.0], [0.0, 0.0, 0.0], [0.0, 0.0, 0.0], [0.0, -0.1, -0.1], [0.0, 0.0, 0.0], [0.0, 0.0, 0.0], [0.0, 0.0, 0.0], [0.0, 0.0, 0.0], [0.0, 0.0, 0.0], [0.0, 0.0, 0.0], [0.0, 0.0, 0.0], [0.0, 0.0, 0.0], [0.0, 0.0, 0.0]], "lowdin_charge": [1.351, 0.005, -0.410, -0.195, -0.002, -0.278, -0.014, -0.103, 0.098, -0.397, -0.118, -0.156, -0.012, -0.055, -0.048, -0.054, -0.013, 0.073, 0.107, 0.105, 0.123, 0.088, 0.093, 0.100, 0.116, 0.113, 0.115, 0.114, 0.109, 0.129, -0.169, 0.392, -0.326, -0.433, -0.164, 0.153, 0.144, 0.117, 0.171, 0.113, 0.116, 0.114, 0.119, 0.172, 0.147, 0.178, -0.031, -0.031, -0.120, -0.082, -0.121, -0.030, 0.123, 0.119, 0.111, 0.113, 0.120]}



No. 4
{"formula": "C5H10O", "method": "ωB97M-V/def2-TZVPD", "homo_energy_ev": -9.0, "lumo_energy_ev": 0.85, "de_lowest_kcal_mol": 51.7, "multiplicity": 1, "smiles": "C=C(CC)CO", "elements": ["C", "C", "C", "C", "C", "O", "H", "H", "H", "H", "H", "H", "H", "H", "H", "H"], "positions_angstrom": [[1.24757, -0.37957, 1.05448], [0.31054, -0.35634, 0.08342], [-0.66271, 0.76747, -0.05291], [-0.18281, 1.99793, 0.68882], [0.07771, -1.61079, -0.81897], [-0.84028, -1.38809, -1.89574], [2.00570, -1.20270, 1.09393], [1.31740, 0.50663, 1.61326], [-0.91461, 0.90628, -1.23613], [-1.66925, 0.31720, 0.41827], [-0.04480, 1.83145, 1.87127], [0.76192, 2.48170, 0.12588], [-1.06265, 2.70258, 0.67373], [1.12243, -1.97378, -1.20867], [-0.40313, -2.34458, -0.15082], [-1.06302, -2.25539, -2.25980]], "atomic_forces_ev_per_a": [[-0.1, -1.4, -2.4], [0.4, -1.4, -0.2], [-1.9, -1.4, -1.2], [-0.2, 1.8, 0.8], [1.2, 0.0, 0.3], [0.5, 0.1, 0.2], [-0.9, 0.9, 0.3], [0.6, 0.5, 1.0], [0.6, 0.0, 3.0], [1.8, 1.3, -1.1], [0.1, 0.3, -2.9], [-2.1, -1.1, 1.7], [1.2, -0.2, -0.2], [-1.9, 0.4, 0.7], [0.6, -0.1, -0.2], [0.1, 0.3, 0.1]], "lowdin_charge": [0.031, -0.333, -0.277, -0.168, -0.220, -0.098, 0.083, 0.010, 0.159, 0.160, 0.111, 0.128, 0.067, 0.144, 0.117, 0.086]}



No. 5
{"formula": "CH3I2N2", "method": "ωB97M-V/def2-TZVPD", "homo_energy_ev": -14.3, "lumo_energy_ev": -5.49, "charge": 1, "de_lowest_kcal_mol": 0.0, "multiplicity": 1, "smiles": "[NH2+]=C(I)NI", "elements": ["N", "C", "I", "N", "I", "H", "H", "H"], "positions_angstrom": [[-0.95926, -0.27275, -0.04119], [0.04335, 0.63971, -0.02579], [-0.32084, 2.63618, -0.65607], [1.23924, 0.37077, 0.40396], [2.22399, -1.29316, 1.07912], [-0.82641, -1.05472, 0.57107], [-1.90071, 0.21707, -0.18528], [1.96538, 1.03374, 0.30230]], "atomic_forces_ev_per_a": [[-0.4, 3.5, -0.5], [-1.0, -0.5, -0.1], [0.1, -0.9, 0.1], [0.5, -0.6, 0.1], [-0.6, -0.4, 0.0], [-0.5, -0.6, 0.1], [1.6, -1.8, 0.4], [0.2, 1.2, -0.2]], "lowdin_charge": [0.114, -0.887, 1.021, -0.480, 0.995, 0.083, 0.141, 0.014]}